No. 1
Here is a molecular structure, C4H9NO2P in a non-equilibrium geometry from OMol25. Energies are from ωB97M-V with the def2-TZVPD basis set.

## Properties
charge	+1

The geometry in XYZ format:
```
17
Properties=species:S:1:pos:R:3:forces:R:3:lowdin_charge:R:1
C -2.3324 0.5159 0.2117 1.4 1.5 0.3 -0.034
C -0.0672 1.5278 0.4236 0.2 -2.5 -2.2 -0.064
C -0.9624 0.5343 0.0028 0.8 -2.4 -1.3 -0.197
C 1.8710 -1.3700 0.9315 -0.9 0.1 -2.7 -0.270
N -0.1209 -0.4626 -0.6806 -2.3 -1.4 -0.8 -0.014
O 1.1439 1.4373 0.0621 -0.4 1.3 1.4 -0.152
O -3.1048 -0.5163 -0.0575 0.7 0.7 -0.3 0.145
P 2.0545 -0.1028 -0.2689 0.9 -0.3 1.4 0.801
H -2.6029 1.5367 0.6139 -1.0 -1.5 -0.2 0.173
H -0.5268 2.2703 0.9456 -0.1 3.0 1.7 0.124
H 1.1233 -2.2191 0.7545 1.0 1.5 0.2 0.011
H 2.8594 -1.7807 1.0399 0.6 0.1 0.8 -0.031
H -0.1784 -0.4436 -1.7042 -0.2 0.8 0.1 0.128
H -0.5079 -1.4039 -0.5325 0.5 0.2 0.5 0.122
H -4.0500 -0.3575 -0.2320 0.3 0.4 0.5 0.165
H 2.1246 0.2326 -1.7437 -0.3 -0.6 1.6 0.042
H 3.2770 0.6017 0.2337 -1.3 -0.9 -0.9 0.050
```
Forces are in eV/Å.


No. 2
Here is C4H9NO2S in the gas phase in a non-equilibrium geometry from OMol25. Energies are from ωB97M-V with the def2-TZVPD basis set.

## Properties
structure (SMILES)	COC(=S)N(C)OC
charge	0

The geometry in XYZ format:
```
17
Properties=species:S:1:pos:R:3:forces:R:3:lowdin_charge:R:1
C -0.0998 1.4941 -2.3223 -0.2 0.7 -1.1 -0.128
O -0.4110 0.8181 -1.1325 0.3 -1.3 1.0 -0.108
C 0.4110 -0.1979 -0.7962 0.6 0.1 0.0 -0.782
S 1.6561 -0.7756 -1.7395 -0.6 0.2 0.2 0.703
N 0.2128 -0.6512 0.4925 -0.3 -0.1 -1.2 -0.190
C 0.7532 -1.9191 0.9247 0.0 -0.8 0.7 -0.073
O -1.0784 -0.4467 0.9841 -0.1 -0.4 0.2 -0.131
C -1.0164 0.6133 1.9158 -0.5 1.5 -0.5 -0.078
H 0.8745 1.9595 -2.2401 0.3 -0.1 -0.1 0.082
H -0.1624 0.8652 -3.2177 0.2 -0.1 0.4 0.084
H -0.8371 2.2800 -2.4508 -0.2 0.0 0.3 0.091
H 0.2664 -2.8232 0.4897 0.0 0.8 0.2 0.109
H 1.8012 -2.0091 0.6953 0.3 0.3 -0.3 0.051
H 0.6843 -1.9410 2.0208 -0.2 -0.1 -0.3 0.095
H -0.5501 1.4521 1.3618 -0.3 -0.1 0.7 0.093
H -2.0533 0.8960 2.2020 0.6 -0.4 -0.3 0.103
H -0.4511 0.3853 2.8125 0.2 -0.3 0.1 0.080
```
Forces are in eV/Å.


No. 3
Here is C4H9NO2S in the gas phase in a non-equilibrium geometry from OMol25. Energies are from ωB97M-V with the def2-TZVPD basis set.

## Properties
charge	0

The geometry in XYZ format:
```
17
Properties=species:S:1:pos:R:3:forces:R:3:lowdin_charge:R:1
C -1.3834 -0.2316 -0.0766 5.4 -0.1 1.0 -0.606
C -3.6080 0.2466 0.1279 -1.4 -1.3 0.7 -0.044
C 2.4040 1.3733 0.0621 0.5 -4.5 0.1 -0.231
C 2.1158 -1.3962 -0.2714 2.0 3.3 0.1 -0.242
N 0.1280 0.2426 0.6148 -5.0 -0.9 -1.4 -0.326
O -1.5437 -1.1949 -0.7667 0.2 -0.3 -0.1 0.071
O -2.2555 0.5965 0.3166 -0.8 2.7 0.4 -0.026
S 1.1064 0.2034 -0.6129 2.1 -0.1 0.7 0.854
H -3.7065 -0.4691 0.9591 -1.2 0.5 0.0 0.105
H -3.8127 -0.3924 -0.7438 0.4 0.7 -0.2 0.093
H -4.2940 1.1346 0.1652 1.0 -0.9 0.2 0.113
H 2.3384 2.3619 -0.1148 -0.8 3.2 -1.2 -0.002
H 3.3590 0.9598 -0.2717 0.0 0.3 -0.1 0.042
H 2.3520 1.2206 1.1233 -0.2 -0.2 0.6 0.039
H 1.3099 -2.1050 -0.3150 0.2 -0.8 -0.4 0.013
H 2.4490 -1.1932 0.8180 -0.5 -0.7 -1.8 0.065
H 3.0413 -1.3568 -1.0142 -2.1 -0.9 1.5 0.082
```
Forces are in eV/Å.


No. 4
Here is C4H9NO3 in the gas phase in a non-equilibrium geometry from OMol25. Energies are from ωB97M-V with the def2-TZVPD basis set.

## Properties
structure (SMILES)	C[C@@H](O)CNC(=O)O
charge	0

The geometry in XYZ format:
```
17
Properties=species:S:1:pos:R:3:forces:R:3:lowdin_charge:R:1
C -1.9601 0.5483 1.3244 -0.6 -0.3 0.0 -0.054
C -1.1065 0.3523 0.0645 -0.9 0.7 0.9 -0.402
O -0.8215 1.6147 -0.5360 0.7 0.0 -0.7 -0.047
C 0.2244 -0.3140 0.4008 -0.6 0.5 0.0 -0.147
N 1.1199 -0.1523 -0.7130 0.4 -0.8 0.1 0.081
C 2.0747 -1.1036 -0.9208 -0.9 1.4 0.1 -0.625
O 2.3151 -1.9857 -0.1453 0.4 -0.9 0.1 0.094
O 2.6757 -0.8854 -2.1002 -0.7 1.1 -0.4 0.130
H -1.9306 -0.3050 2.0079 0.4 0.1 0.0 0.084
H -3.0300 0.6196 1.1019 0.1 0.2 -0.3 0.078
H -1.6978 1.4632 1.8542 0.3 -0.1 0.2 0.081
H -1.7421 -0.1705 -0.6554 0.6 -0.5 -0.1 0.141
H -1.2690 2.3590 -0.1447 -0.4 0.0 0.4 0.082
H 0.6117 0.1241 1.3283 0.1 0.2 -0.1 0.134
H 0.0744 -1.3634 0.6382 0.0 -0.2 -0.3 0.130
H 1.0877 0.6910 -1.2667 -0.1 -0.2 0.1 0.141
H 3.3739 -1.4924 -2.2380 1.2 -1.2 0.0 0.098
```
Forces are in eV/Å.


No. 5
Here is 2 unconnected molecules or ions with the total composition C4H9NO3 from OMol25. Energies are from ωB97M-V with the def2-TZVPD basis set.

## Properties
structure (SMILES)	O=CCCNC=O.O
charge	0

The geometry in XYZ format:
```
17
Properties=species:S:1:pos:R:3:forces:R:3:lowdin_charge:R:1
O -2.0318 -0.5647 -2.8149 0.1 0.1 -0.2 0.058
C -2.0868 -1.0816 -1.7312 -0.2 0.1 0.0 -0.264
C -1.0942 -0.8019 -0.6447 0.4 0.6 0.0 -0.137
C -0.2486 0.4576 -0.9338 -0.2 -0.5 0.3 -0.188
N 0.6748 0.7343 0.1572 -0.2 -0.3 -0.4 0.024
C 0.2652 1.3932 1.2635 0.3 0.0 0.0 -0.357
O 0.8055 1.3771 2.3547 0.0 0.0 -0.1 0.001
H -2.9182 -1.7725 -1.5176 0.0 -0.2 0.2 0.120
H -1.5826 -0.6713 0.3197 -0.3 -0.1 0.1 0.117
H -0.4434 -1.6711 -0.5366 0.0 -0.2 0.0 0.126
H 0.3145 0.3004 -1.8429 0.1 0.2 -0.2 0.120
H -0.9178 1.2986 -1.0878 0.0 0.2 0.0 0.121
H 1.4479 0.0790 0.2390 0.0 0.2 0.5 0.111
H -0.6209 2.0132 1.0568 -0.2 0.0 0.1 0.137
O 2.6972 -0.6937 1.6967 0.7 0.4 0.1 -0.076
H 2.2322 -0.2402 2.4185 -0.2 0.1 -0.2 0.027
H 3.5070 -0.1565 1.6033 -0.5 -0.5 0.0 0.061
```
Forces are in eV/Å.


No. 6
Here is 2 unconnected molecules or ions with the total composition C4H9NO3 in a non-equilibrium geometry from OMol25. Energies are from ωB97M-V with the def2-TZVPD basis set.

## Properties
structure (SMILES)	CC(C)=O.NC(=O)O
charge	0

The geometry in XYZ format:
```
17
Properties=species:S:1:pos:R:3:forces:R:3:lowdin_charge:R:1
C -1.5549 1.0856 0.3778 0.7 0.1 -0.7 -0.037
C -0.6045 -0.0888 0.5006 -3.4 -3.0 0.8 -0.517
C 0.1207 -0.1756 1.8289 1.2 0.3 -0.6 -0.018
O -0.8759 -1.1597 -0.1027 0.5 2.2 1.1 -0.023
H -2.3972 0.9327 1.0479 0.0 -0.2 0.2 0.091
H -1.0615 2.0076 0.6598 0.0 0.3 0.0 0.072
H -1.9374 1.1442 -0.6353 -0.1 0.1 -0.1 0.080
H -0.3425 -0.9433 2.4397 -0.2 -0.1 -0.1 0.091
H 0.1365 0.7645 2.3868 0.0 -0.1 -0.2 0.078
H 1.1479 -0.5058 1.6275 -0.1 0.0 0.2 0.079
N 0.9462 0.5687 -1.0383 0.7 -1.0 -0.4 0.152
C 1.1761 -0.8362 -1.2595 1.4 1.6 -0.7 -0.638
O 1.9639 -1.4754 -0.6134 -0.7 0.1 -0.1 0.105
O 0.5537 -1.2323 -2.3880 -0.1 0.3 0.5 0.113
H 0.5155 1.0398 -1.8230 0.0 -0.1 0.1 0.116
H 1.7398 1.0652 -0.6419 -0.1 -0.4 -0.2 0.127
H 0.4738 -2.1911 -2.3668 0.1 -0.2 0.1 0.130
```
Forces are in eV/Å.


No. 7
Here is a molecular structure, C4H9NO3 in a non-equilibrium geometry from OMol25. Energies are from ωB97M-V with the def2-TZVPD basis set.

## Properties
charge	0

The geometry in XYZ format:
```
17
Properties=species:S:1:pos:R:3:forces:R:3:lowdin_charge:R:1
C 0.6968 -1.1454 1.4255 0.3 0.1 -0.5 -0.109
C -0.0147 1.6194 0.7968 0.1 0.0 -0.5 -0.062
C -0.7144 0.4158 0.2212 0.1 -2.3 3.5 -0.272
N -0.3589 -0.8582 0.4796 -2.1 2.9 0.4 -0.002
H -1.7951 0.5350 0.0821 0.3 -0.1 -0.9 0.143
H 1.1685 -2.0918 1.1631 0.0 0.1 0.0 0.080
H 0.2101 -1.2776 2.4010 0.0 0.1 -0.1 0.100
H 1.4587 -0.3701 1.5178 0.0 0.0 0.0 0.078
H -0.1571 1.6784 1.8781 0.0 0.0 0.0 0.086
H 1.0531 1.5903 0.5765 0.0 0.0 0.1 0.085
H -0.4210 2.5168 0.3285 0.0 0.0 0.1 0.083
C -0.2934 0.2477 -1.7744 3.0 -2.8 -3.4 -0.570
O 0.9541 -0.6557 -1.3561 -0.4 1.7 -0.9 -0.067
O -1.2412 -0.6505 -2.1729 -0.5 0.8 0.7 0.080
O -0.0871 1.2881 -2.3419 -0.6 -1.0 2.0 0.157
H -1.3559 -1.3063 -1.4616 0.2 0.1 -0.1 0.105
H 0.8975 -1.5358 -1.7634 -0.4 0.6 -0.3 0.085
```
Forces are in eV/Å.


No. 8
Here is 2 unconnected molecules or ions with the total composition C4H9NO3 in a non-equilibrium geometry from OMol25. Energies are from ωB97M-V with the def2-TZVPD basis set.

## Properties
structure (SMILES)	C[C@@H](O)CO.N=C=O
charge	0

The geometry in XYZ format:
```
17
Properties=species:S:1:pos:R:3:forces:R:3:lowdin_charge:R:1
C -1.9783 -0.5312 -0.9976 0.0 0.2 0.2 -0.047
C -1.4148 0.6602 -0.2297 0.2 -0.1 -0.2 -0.422
O -1.8084 0.6370 1.1355 0.0 0.0 0.0 -0.039
C 0.1164 0.7128 -0.3296 -0.3 0.0 0.4 -0.199
O 0.6781 -0.3808 0.3825 0.1 0.6 2.6 -0.153
H -1.5203 -1.4539 -0.6401 0.0 -0.1 0.0 0.080
H -3.0560 -0.5928 -0.8542 0.0 0.0 0.0 0.081
H -1.7632 -0.4393 -2.0610 0.0 0.0 -0.1 0.081
H -1.8197 1.5937 -0.6312 0.0 -0.1 0.0 0.143
H -1.5964 -0.2379 1.4840 0.0 0.1 -0.1 0.088
H 0.4452 0.6086 -1.3651 0.0 0.1 -0.1 0.124
H 0.4856 1.6621 0.0736 0.0 -0.1 -0.1 0.131
H 1.0486 -0.1127 1.3435 -1.4 -0.6 -3.0 0.142
N 2.8482 -0.3415 1.4099 -0.3 -0.3 -0.2 0.132
C 2.7923 -0.5562 0.1913 1.8 0.8 0.7 -0.403
O 2.9883 -0.5641 -0.9554 -0.5 -0.5 0.1 0.176
H 3.5544 -0.6640 2.0437 0.4 -0.1 -0.3 0.085
```
Forces are in eV/Å.


How do the records compare in frontier orbital gap? In the order shown, they have 0.2375; 0.3459; 0.3347; 0.3820; 0.3892; 0.3649; 0.3224; 0.3967 Ha.
How do the records compare in ΔE to the lowest compared entry with this formula, charge and spin? In the order shown, they have 363.2; 300.8; 404.8; 36.2; 98.5; 103.5; 405.7; 198.2 kJ/mol.
How do the records compare in electronic energy? In the order shown, they have -19156.497; -20711.915; -20710.837; -11927.167; -11926.521; -11926.469; -11923.336; -11925.488 eV.